Entry from the Open Molecules 2025 dataset: one molecule with the formula C9H12NOP (ωB97M-V/def2-TZVPD).

Cartesian coordinates (Å):
1 C 1.5675 1.0151 2.5586
2 C 0.2665 0.4940 2.1521
3 C 2.2864 1.0803 1.4338
4 C 0.2898 0.3105 0.7756
5 C -0.7938 -0.2512 -0.0290
6 C -1.3381 0.7050 -1.1308
7 C -0.6207 -1.7257 -0.5665
8 C -2.6609 0.6654 -1.3310
9 C 2.1151 0.4870 -0.9115
10 N 1.5214 0.7779 0.3568
11 O -2.9001 -3.0199 -1.0393
12 P -1.9177 -2.3223 -1.8681
13 H 1.8433 1.2577 3.5290
14 H -0.4451 0.3694 2.9743
15 H 3.2177 1.4595 1.3212
16 H -1.6883 -0.5328 0.6846
17 H -0.4701 1.1894 -1.5415
18 H 0.3890 -2.0897 -1.0009
19 H -0.8140 -2.4095 0.3272
20 H -3.3755 -0.0373 -0.7056
21 H -2.9806 1.2471 -2.0755
22 H 1.3386 -0.0250 -1.3915
23 H 2.1250 1.4091 -1.5258
24 H 3.0446 -0.0539 -0.9960

Computed properties:
SMILES = C=C[C@@H](CP=O)c1cccn1C
Spin multiplicity = 1
HOMO level = -8.23 eV
Orbital gap = 7.7793 eV

Entry from the Open Molecules 2025 dataset: a 2-piece molecular cluster, H14Si6 overall (ωB97M-V/def2-TZVPD).

Cartesian coordinates (Å):
1 Si -2.4062 0.0022 1.2046
2 Si 0.1994 -3.2340 1.7775
3 Si 0.4032 0.2090 -2.9823
4 Si 1.2914 3.0532 -0.1270
5 Si -0.3816 -1.1030 1.4638
6 Si 1.3903 0.9673 -1.0305
7 H -2.7332 0.8580 2.3007
8 H -3.3084 -1.2540 1.2687
9 H -2.7071 0.6436 -0.0048
10 H 1.3991 -3.1572 0.9936
11 H 0.1599 -4.0086 3.0554
12 H -0.9590 -3.8178 0.8204
13 H 1.4447 -0.0964 -4.1392
14 H -0.4180 1.2371 -3.5145
15 H -0.2330 -1.0209 -2.7040
16 H 2.5865 3.7080 -0.3861
17 H 0.4434 3.7503 -1.0853
18 H 1.0238 3.3910 1.2948
19 H 0.3706 -0.3149 2.3624
20 H 2.4345 0.1870 -0.5682

Computed properties:
Spin multiplicity = 1
HOMO level (spin up / spin down) = -7.56 / -7.44 eV
Orbital gap (spin up / spin down) = 6.4026 / 6.2223 eV

Entry from the Open Molecules 2025 dataset: C28H34FeIN7OSSi as an isolated structure (ωB97M-V/def2-TZVPD).

Cartesian coordinates (Å):
1 Fe 0.2545 0.1240 0.3894
2 N 0.2165 1.3733 4.5239
3 C 0.5246 1.1130 3.2426
4 S -0.6900 1.5164 2.0489
5 N 1.7252 0.6211 3.0223
6 N 1.9141 0.3287 1.7115
7 C 3.0997 0.1753 1.2531
8 C 4.3432 0.3001 2.0479
9 C 4.5714 -0.5269 3.1433
10 C 5.7399 -0.4006 3.8763
11 C 6.6792 0.5625 3.5332
12 C 6.4497 1.4002 2.4512
13 C 5.2876 1.2652 1.7071
14 C 3.1519 -0.1154 -0.2029
15 C 4.3402 -0.4343 -0.8444
16 C 4.3326 -0.6760 -2.2078
17 C 3.1381 -0.5895 -2.9018
18 C 1.9886 -0.2885 -2.1951
19 N 1.9821 -0.0675 -0.8772
20 H -0.6163 1.8900 4.7401
21 H 0.9413 1.2899 5.2176
22 H 3.8261 -1.2590 3.4251
23 H 5.9147 -1.0503 4.7235
24 H 7.5877 0.6633 4.1117
25 H 7.1731 2.1599 2.1875
26 H 5.1072 1.9246 0.8659
27 H 5.2538 -0.4899 -0.2718
28 H 5.2518 -0.9256 -2.7208
29 H 3.0863 -0.7582 -3.9675
30 H 1.0393 -0.2190 -2.7031
31 C -3.4816 -3.3296 2.4515
32 C -2.1019 -2.9810 2.0162
33 C -0.9157 -3.6908 2.0523
34 C 0.0462 -2.8637 1.4614
35 N -0.5132 -1.7149 1.0815
36 N -1.8156 -1.8050 1.4414
37 C 1.4971 -3.1285 1.2426
38 H -3.4714 -4.2553 3.0209
39 H -4.1301 -3.4596 1.5837
40 H -3.9055 -2.5434 3.0763
41 H -0.7673 -4.6790 2.4518
42 H -2.4524 -1.0482 1.2439
43 H 1.6507 -4.1507 0.9000
44 H 2.0565 -2.9983 2.1706
45 H 1.9080 -2.4492 0.4972
46 N -1.2924 -0.4587 -3.6961
47 C -1.3776 -0.7270 -2.3693
48 O -1.1135 0.3085 -1.5255
49 C -1.6443 -1.9766 -1.8860
50 I -4.2966 -1.5945 -1.2841
51 H -1.5003 0.4772 -4.0182
52 H -1.6060 -1.1953 -4.3087
53 H -1.4412 -2.2266 -0.8625
54 H -1.7711 -2.7834 -2.5924
55 C -0.1399 3.0005 -1.3172
56 Si -1.6538 1.9874 -1.6419
57 C -3.0293 2.1936 -0.4330
58 C -2.2881 2.3073 -3.3625
59 C -3.6010 1.9463 -3.6938
60 C -4.1039 2.1706 -4.9657
61 C -3.3037 2.7646 -5.9328
62 C -2.0033 3.1379 -5.6259
63 C -1.5016 2.9103 -4.3512
64 H -0.4268 4.0545 -1.3262
65 H 0.6075 2.8574 -2.1011
66 H 0.3204 2.7749 -0.3550
67 H -2.6939 2.1913 0.6029
68 H -3.7762 1.4078 -0.5605
69 H -3.5137 3.1549 -0.6211
70 H -4.2358 1.4726 -2.9543
71 H -5.1200 1.8839 -5.2022
72 H -3.6962 2.9424 -6.9255
73 H -1.3831 3.6126 -6.3748
74 H -0.4860 3.2175 -4.1295

Computed properties:
Total charge = +1
⟨S²⟩ = 8.770
Spin multiplicity = 6
HOMO level (spin up / spin down) = -10.15 / -10.66 eV
Orbital gap (spin up / spin down) = 7.1115 / 6.6671 eV

Entry from the Open Molecules 2025 dataset: C56H51AsN5O9PtS2 as an isolated structure (ωB97M-V/def2-TZVPD).

Cartesian coordinates (Å):
1 Pt -0.1479 0.1486 0.5442
2 C 0.4337 5.6330 2.4462
3 O -0.4908 4.6102 2.7893
4 C -1.1315 4.6944 3.9796
5 C -0.9753 5.7212 4.9030
6 C -1.7330 5.7280 6.0688
7 C -2.6504 4.7220 6.3229
8 C -2.7885 3.6832 5.4134
9 C -2.0294 3.6565 4.2558
10 N -2.2103 2.6053 3.3222
11 C -1.2106 1.9291 2.7038
12 N -0.1192 1.7762 3.4522
13 C 0.9739 0.9603 3.2064
14 C 1.1319 0.2002 2.0771
15 C 2.1528 -0.7327 2.0065
16 C 3.0546 -0.8575 3.0439
17 C 2.9479 -0.0487 4.1686
18 C 1.9109 0.8542 4.2485
19 O 1.6421 1.6384 5.3376
20 C 2.7407 2.2757 5.9828
21 N -1.3778 1.4089 1.4975
22 C -2.5619 1.7999 0.7519
23 C -2.8617 3.1392 0.5429
24 C -3.9868 3.5228 -0.1704
25 C -4.8149 2.5561 -0.7128
26 C -4.5227 1.2117 -0.5338
27 C -3.4064 0.8298 0.2013
28 O -3.0727 -0.4687 0.4168
29 C -3.9854 -1.4695 0.0068
30 H 0.8426 5.3458 1.4830
31 H 1.2351 5.6968 3.1857
32 H -0.0680 6.5999 2.3670
33 H -0.2885 6.5302 4.7042
34 H -1.6048 6.5366 6.7760
35 H -3.2468 4.7341 7.2241
36 H -3.4855 2.8749 5.5977
37 H -3.1356 2.4706 2.9502
38 H -0.1536 2.1610 4.3863
39 H 2.2250 -1.4036 1.1713
40 H 3.8417 -1.5975 2.9782
41 H 3.6358 -0.1686 4.9933
42 H 3.5637 1.5859 6.1597
43 H 2.3683 2.6386 6.9363
44 H 3.0936 3.1161 5.3800
45 H -2.1763 3.8916 0.9031
46 H -4.1933 4.5741 -0.3152
47 H -5.6867 2.8386 -1.2878
48 H -5.1748 0.4630 -0.9575
49 H -3.5629 -2.4139 0.3410
50 H -4.0932 -1.4932 -1.0809
51 H -4.9634 -1.3223 0.4702
52 O -0.3232 4.1330 -0.5880
53 S 0.6236 3.0534 -0.5860
54 O 1.4510 2.8424 0.5721
55 N -0.1695 1.6090 -0.8232
56 C -0.6471 1.2430 -2.1053
57 C -0.9249 2.1144 -3.1247
58 C -1.3351 1.6314 -4.3896
59 C -1.4795 0.2977 -4.6389
60 C -1.2725 -0.6243 -3.5842
61 C -1.4525 -2.0219 -3.7054
62 C -1.3100 -2.8267 -2.6124
63 C -0.9885 -2.2473 -1.3700
64 N -0.7839 -0.9631 -1.2413
65 C -0.8978 -0.1384 -2.3239
66 C 1.6813 3.4132 -1.9646
67 C 1.3154 4.4437 -2.8275
68 C 2.1910 4.8534 -3.8187
69 C 3.4373 4.2567 -3.9298
70 C 3.8039 3.2454 -3.0559
71 C 2.9260 2.8142 -2.0735
72 H -0.8620 3.1755 -2.9634
73 H -1.5426 2.3511 -5.1705
74 H -1.7923 -0.0634 -5.6098
75 H -1.7097 -2.4385 -4.6718
76 H -1.4570 -3.8960 -2.6730
77 H -0.9158 -2.8410 -0.4691
78 H 0.3698 4.9472 -2.6923
79 H 1.9069 5.6538 -4.4886
80 H 4.1324 4.5928 -4.6883
81 H 4.7840 2.7984 -3.1329
82 H 3.2040 2.0336 -1.3859
83 O 1.7869 -0.2902 -1.1050
84 As 3.3055 -0.9983 -1.2471
85 C 3.1818 -2.9107 -1.0893
86 C 4.1231 -3.7103 -1.7339
87 C 4.0173 -5.0918 -1.6742
88 C 2.9672 -5.6783 -0.9827
89 C 2.0208 -4.8837 -0.3517
90 C 2.1244 -3.5015 -0.4038
91 C 4.6458 -0.2798 -0.0894
92 C 5.8541 -0.9539 0.0558
93 C 6.8410 -0.4198 0.8710
94 C 6.6209 0.7867 1.5226
95 C 5.4155 1.4576 1.3709
96 C 4.4163 0.9224 0.5722
97 C 3.9984 -0.7691 -3.0160
98 C 5.1919 -0.1005 -3.2491
99 C 5.6823 0.0037 -4.5456
100 C 4.9765 -0.5538 -5.5994
101 C 3.7731 -1.2108 -5.3676
102 C 3.2854 -1.3245 -4.0775
103 H 4.9377 -3.2605 -2.2887
104 H 4.7496 -5.7094 -2.1770
105 H 2.8868 -6.7564 -0.9370
106 H 1.1960 -5.3406 0.1804
107 H 1.3777 -2.8940 0.0911
108 H 6.0289 -1.8936 -0.4561
109 H 7.7795 -0.9434 0.9963
110 H 7.3964 1.2054 2.1509
111 H 5.2437 2.3949 1.8844
112 H 3.4597 1.4246 0.4914
113 H 5.7488 0.3284 -2.4250
114 H 6.6170 0.5176 -4.7291
115 H 5.3676 -0.4858 -6.6061
116 H 3.2210 -1.6387 -6.1939
117 H 2.3518 -1.8440 -3.8936
118 C -2.1041 -3.3097 2.5263
119 S -1.1006 -1.9008 2.8588
120 O -1.9523 -0.8177 3.2647
121 O -0.0548 -2.3007 3.7527
122 O -0.5141 -1.6424 1.4260
123 H -2.2620 -3.8108 3.4785
124 H -1.5867 -3.9742 1.8380
125 H -3.0488 -2.9718 2.1087

Computed properties:
Total charge = +1
Spin multiplicity = 1
HOMO level = -10.10 eV
Orbital gap = 6.8972 eV

Maximum force list, top to bottom, in eV/A: 4.013 3.199 0.324 1.459
Energy list, top to bottom, in eV: -22350.85632 -47486.18890 -103265.32745 -170526.90357
Energy above the lowest of the compared OMol25 structures with the same formula, charge and spin list, top to bottom, in kcal per mole: 62.4 55.4 0.0 3.2